64
Properties=species:S:1:pos:R:3 method="wB97M-V/def2-TZVPD" charge=+2 total_energy_ev=-51342.892 relative_energy_kcal_mol=0.00 spin_multiplicity=5 fmax_ev_per_a=3.034 gap_ev="5.5 / 3.7"
Pt 0.29000 1.65489 0.84424
P -1.10228 -3.22824 -1.15864
P -2.07374 -0.87134 -3.27615
O 1.35088 1.73482 2.64672
O 3.19233 2.27840 1.44043
O 1.50002 1.75042 5.20643
C -1.99728 -0.14166 -4.94491
C 4.20316 4.00711 6.10056
C 3.14463 2.80528 3.77736
C -1.80883 -0.12659 -0.36304
C 1.14527 -0.70741 -0.90269
C 4.74923 4.29435 4.84090
C -0.04061 -0.51951 1.41459
C 2.58016 2.53344 5.05662
C 0.08537 3.66028 0.86903
C -1.26849 1.25248 -0.65360
C 0.40971 -3.98905 -1.87701
C -2.25310 -3.63123 -2.57566
C -2.10764 -2.67815 -3.76378
C 1.09067 -0.40393 0.57051
C 0.88295 0.45710 -1.88293
C 4.22954 3.68018 3.70011
C -1.44972 -0.77221 0.99102
C 3.13004 3.12685 6.20926
C 2.57056 2.23300 2.50641
C -1.57257 -4.56856 -0.01007
C -0.07547 1.49251 -1.38756
C -3.88372 -0.73768 -2.99629
H 5.57802 4.99371 4.75017
H -1.38154 -0.80119 -1.13025
H -2.01706 -4.66420 -2.87242
H 1.85100 0.95668 -2.06991
H -3.27918 -3.61620 -2.16965
H -0.66228 3.96344 0.12195
H -4.14374 0.31168 -2.81672
H 1.16089 1.57271 4.27643
H -2.12944 -0.37766 1.76163
H 0.17081 -5.02130 -2.16647
H -4.20157 -1.33084 -2.13171
H 1.20357 -3.99079 -1.12060
H 4.60766 4.46840 7.00029
H -2.62320 -4.45652 0.28693
H 0.45281 -1.53464 -1.11931
H -0.94021 -4.51209 0.88544
H -2.84306 -0.51194 -5.53995
H 2.14244 -1.11418 -1.12441
H 0.02127 2.47683 -1.85277
H 0.75745 -3.42719 -2.75216
H -1.17760 -2.87835 -4.32048
H -1.42310 -5.53545 -0.50886
H 1.06907 4.09785 0.64175
H -1.04840 -0.41188 -5.42298
H -2.05237 0.95033 -4.85139
H 4.64671 3.87311 2.70980
H 2.67511 2.89424 7.16923
H -2.95605 -2.79238 -4.45538
H 0.16197 -0.69327 2.47435
H 0.56490 0.05973 -2.86373
H -2.00823 2.06004 -0.67345
H -0.21606 3.95148 1.88624
H -2.89994 -0.12435 -0.49185
H 2.06424 -0.47012 1.07464
H -4.39542 -1.09570 -3.90214
H -1.65057 -1.85555 0.93590

***

72
Properties=species:S:1:pos:R:3 method="wB97M-V/def2-TZVPD" charge=+1 total_energy_ev=-123027.469 fmax_ev_per_a=3.816 gap_ev=9.0
Br 2.53529 -1.67583 1.86485
P -5.37823 0.59719 1.25357
O 4.45915 -0.50560 -1.47934
O -2.90424 4.67257 -0.12370
O 1.15943 -2.59186 -3.30841
O 5.42834 -0.92687 0.51185
O 0.15195 -2.14250 -5.28070
O -6.54917 -0.23139 2.17492
O 0.18558 -2.79194 2.73792
N -4.73597 -0.47772 -0.00249
N -2.90989 1.91449 1.60445
N -3.30513 3.27448 1.70638
N -2.40513 -0.85993 1.91894
C -0.83550 1.91444 -1.22450
C 2.46660 -3.02121 -2.90004
C 0.66418 -1.69571 2.56007
C 1.83421 2.24853 -0.64488
C 5.40141 -0.89800 -0.84488
C 6.72831 -1.33998 0.95831
C 7.32819 -2.08993 -0.21307
C -0.12417 -0.38137 2.89110
C -2.36476 4.15999 2.42840
C -3.91770 1.09844 2.41174
C 2.40048 -3.02865 -5.26044
C -5.07360 3.68255 -0.32494
C -1.21717 0.40167 -0.91341
C 6.71687 -1.37590 -1.40464
C -1.52917 1.57156 2.04354
C -0.49740 -0.23631 0.35043
C -1.20502 0.01414 1.74828
C -3.68094 3.89400 0.41845
C -3.29740 -0.28489 2.94748
C 0.69684 2.21345 -1.10636
C 3.03321 -3.76173 -4.09188
C 1.10029 -2.54672 -4.66629
H 0.59212 0.50514 2.97315
H -1.38196 4.35601 1.89000
H -2.03968 -1.77278 2.21399
H -4.39163 1.70300 3.23732
H -5.90164 3.76810 0.43576
H 0.59106 0.05176 0.46784
H -5.02308 -1.44740 0.22936
H -1.39999 1.66537 3.17026
H -5.20565 4.56464 -1.03133
H 6.62995 -1.97232 1.84107
H -5.04915 2.70518 -0.88217
H -0.49326 -1.36471 0.16794
H 2.69006 -4.80033 -4.08109
H 7.30948 -0.51055 -1.70904
H -2.20457 3.85202 3.51317
H -1.39947 2.56923 -0.49956
H -2.81709 -0.11891 3.96137
H 4.12365 -3.76889 -4.11574
H -2.33629 0.22348 -0.77945
H 6.56345 -2.05123 -2.24498
H 8.41844 -2.08900 -0.21175
H 7.30495 -0.44978 1.22356
H 2.88438 2.44753 -0.33718
H 2.38353 -3.66268 -2.02149
H -3.08231 1.62166 0.61620
H -1.15751 2.11950 -2.29419
H 6.99244 -3.13075 -0.19793
H -0.92220 -0.24577 -1.80505
H 3.05688 -2.13886 -2.63919
H 2.22289 -3.69319 -6.10441
H -6.74049 -1.08135 1.71617
H -2.86658 5.18075 2.49426
H 2.99267 -2.16430 -5.56826
H -0.71039 2.13097 1.48308
H -0.59393 -0.50546 3.90950
H -5.25373 -0.26543 -0.87055
H -4.14511 -1.02413 3.10870

***

83
Properties=species:S:1:pos:R:3 method="wB97M-V/def2-TZVPD" charge=0 total_energy_ev=-108335.616 relative_energy_kcal_mol=0.00 smiles="CCOC(=O)C(F)(F)F.CCOC(=O)C(F)(F)F.CCOC(=O)C(F)(F)F.ClC(Cl)Cl.CN(C)C=O.CN(C)C=O.CN(C)C=O" fmax_ev_per_a=5.116 gap_ev=9.8
Cl -0.49692 0.19720 1.29879
Cl 0.59051 0.07203 -1.30765
Cl 2.27768 0.89151 0.82131
F 1.84903 3.35363 -4.52152
F 1.24689 2.32740 5.34221
F 1.34161 2.82791 -2.52555
F -2.13511 1.88903 -4.18399
F 2.59217 1.81646 3.69664
F 2.97958 3.64283 4.96192
F 2.63361 4.43859 -2.89641
F -2.77524 0.73633 -2.36493
F -1.55208 2.49605 -2.11502
O 1.13383 4.90172 3.57983
O -4.22515 3.56845 -3.62673
O -2.93305 -0.14141 3.96908
O 0.84336 -4.49470 -1.96438
O 0.85289 3.04057 2.42604
O 1.30732 -3.01514 1.60100
O -4.42167 2.78727 -1.63538
O 4.04419 1.99686 -2.17840
O 3.79599 1.76403 -4.46222
N 3.15153 -3.82771 0.45671
N -2.04947 -2.15651 4.37600
N -1.19770 -3.51954 -1.65882
C -2.93511 -1.33682 3.78995
C -1.83127 -3.62011 3.98877
C -0.04500 3.70303 1.42574
C -2.36247 -2.79421 -2.07448
C 1.97468 -3.93691 1.19772
C 4.85393 0.79657 -4.54107
C 2.35208 3.23839 -3.30627
C -1.41585 3.92758 1.92357
C -5.37902 3.87452 -1.49040
C -1.25645 -3.64681 -0.23714
C -2.54077 1.97481 -2.82375
C -5.93113 3.87238 -0.06255
C -3.85130 2.88930 -2.77977
C 0.92413 -0.13511 0.33785
C 3.54874 2.25299 -3.23115
C 3.66022 -2.48278 0.27677
C -0.16181 -3.98507 -2.36981
C 2.03045 2.85818 4.42483
C -1.01317 -1.55147 5.19881
C 1.26610 3.74367 3.39814
C 3.63471 -4.94339 -0.32947
C 4.20646 -0.66113 -4.55585
H -1.43050 -0.77361 5.94213
H 1.76565 -5.01114 1.40469
H -0.29983 -0.94894 4.58892
H 3.64040 -2.04918 -0.70305
H 3.35326 -4.98690 -1.43822
H -3.20316 -3.42100 -1.85931
H -0.35275 -3.74933 -3.39496
H -2.01508 3.10130 2.13476
H -1.89587 4.45817 1.11336
H 4.69416 -5.02708 -0.16757
H -2.40781 -1.83779 -1.45344
H -0.56070 -4.44445 0.03882
H -6.49902 2.98860 0.17236
H -2.80030 -3.94916 3.54654
H -1.78925 -4.31160 4.89181
H 3.28490 -5.91338 0.05477
H -2.35505 -2.47865 -3.14185
H 3.57717 -0.70538 -5.43049
H -1.39095 4.62597 2.72604
H 3.16919 -1.89936 1.04044
H 1.20079 -1.14100 0.56683
H -2.26002 -3.77789 0.07679
H -0.99342 -3.70165 3.29337
H 0.37405 4.67043 1.14318
H 0.22009 3.03293 0.60873
H -6.62607 4.68922 0.05764
H -4.83648 4.81362 -1.64713
H -6.11654 3.85113 -2.28112
H -3.56886 -1.83874 3.07169
H 4.71365 -2.46495 0.59777
H -5.16776 4.11132 0.63737
H -0.49779 -2.44052 5.67885
H -0.93416 -2.71316 0.23947
H 5.43873 0.94292 -5.43970
H 3.53311 -0.80404 -3.71853
H 5.45879 0.85748 -3.63634
H 4.99547 -1.38463 -4.56361

***

70
Properties=species:S:1:pos:R:3 method="wB97M-V/def2-TZVPD" charge=0 total_energy_ev=-70590.455 relative_energy_kcal_mol=56.40 spin_multiplicity=6 fmax_ev_per_a=3.993 gap_ev="3.6 / 6.7"
Sm 0.19399 1.19498 0.41675
Cl 1.92152 2.96410 0.97679
O 1.18734 -0.41138 1.97827
O -1.29492 2.42601 -0.89938
O 2.70157 -1.92019 1.33358
O -1.61544 -0.28245 0.72021
O -0.77990 1.99842 2.48706
O -1.79715 -2.18030 -2.70895
N -2.30234 -2.43859 0.79308
N -0.15149 3.15150 4.36996
N -2.86571 2.98196 -2.44266
C -2.25737 -1.22667 0.21899
C 1.42807 1.83195 -2.42990
C 1.42062 -4.41916 -0.95889
C 2.54111 -4.14949 -3.08867
C 0.85288 3.35255 5.41097
C -3.94944 2.56954 -3.32508
C -2.54083 4.40248 -2.35333
C 0.60001 -2.77865 -2.54293
C -2.23253 2.10248 -1.67897
C 1.92765 -0.90511 1.12095
C 4.18390 0.75614 -1.08361
C -1.27703 4.06461 4.30410
C -0.60719 -2.01874 -3.02522
C 2.75076 0.26850 -0.98254
C 2.79815 -2.49199 2.67387
C 1.71821 1.08459 -1.19688
C 1.76518 -3.00603 -3.33770
C 0.02463 2.22215 3.44439
C -2.54677 -3.61769 -0.01701
C -2.24583 -2.60234 2.24815
C 2.29973 -4.92122 -1.93035
C 0.62552 -3.29391 -1.25555
H 2.00669 -2.27474 -4.11148
H 4.81460 0.09272 -1.70636
H -3.07159 -3.25184 2.52993
H 4.10824 1.73745 -1.55962
H 3.03306 -1.70056 3.39296
H -1.76423 -4.37410 0.16708
H 1.35799 -4.92384 0.00738
H -1.31724 -3.08552 2.55713
H 1.29792 4.36027 5.33476
H 2.89543 -5.83707 -1.76741
H -1.81057 4.05271 5.25540
H -0.30524 -1.12407 -3.65126
H 0.41773 1.54710 -2.77951
H -2.54808 1.04952 -1.77664
H -1.94154 3.76022 3.49445
H 1.85279 -2.99382 2.90721
H 4.64965 0.88130 -0.09847
H 2.05061 1.62006 -3.32777
H -3.53164 -4.03134 0.24019
H -2.34119 -1.64192 2.74309
H -3.77376 2.93140 -4.34767
H -2.44117 4.80779 -3.36406
H -0.92338 5.08622 4.13283
H -2.51398 -3.31591 -1.07165
H -3.34054 4.94070 -1.83091
H 0.96239 1.66131 3.49464
H 1.38116 2.94818 -2.35609
H -1.60811 4.50492 -1.80127
H 2.65693 -0.84017 -0.91858
H 1.64582 2.59876 5.28486
H 0.39873 3.24361 6.41003
H 3.36886 -4.41553 -3.76659
H -4.91976 2.96675 -2.98854
H -0.00897 -2.84623 -0.49265
H 3.61294 -3.20932 2.58438
H -3.99802 1.47195 -3.33183
H -2.82945 -1.10501 -0.72744